1.
ORCA calculation (ωB97M-V/def2-TZVPD) on a cluster of 12 separate species, C17H58N10O12 in total in a non-equilibrium geometry.

Each line ends with the Mulliken spin population.
Positions of all 97 atoms, in Å:
O  9.6497  12.1805  34.0336  -0.003
H  8.9369  12.5983  33.5503  -0.002
H  10.3135  11.9948  33.3694  0.000
O  3.5001  17.3285  31.4487  0.000
H  2.9230  17.9403  30.9917  0.000
H  2.9366  16.9055  32.0966  0.000
O  5.4993  16.0305  30.2159  0.001
H  5.2371  15.8540  29.3124  0.000
H  4.7927  16.5707  30.5697  0.000
C  2.2572  15.5870  34.2354  0.000
O  2.1715  15.9137  33.0640  0.000
N  2.8972  14.4898  34.6481  0.000
N  1.6871  16.1742  35.2405  0.000
H  3.3590  14.0650  33.8566  0.001
H  2.7089  14.2193  35.6028  0.000
H  1.0533  16.9434  35.0769  0.000
H  1.7033  15.8334  36.1912  0.000
C  6.0622  16.2001  37.5853  -0.001
O  5.0570  15.5445  37.3088  0.002
N  7.1809  15.7107  37.9829  0.004
N  6.0589  17.4805  37.5268  0.000
H  7.9452  16.3379  38.1891  -0.001
H  7.1367  14.7332  38.2330  -0.001
H  5.1267  17.8264  37.3495  0.000
H  6.9019  18.0115  37.6926  0.000
C  9.7228  12.9063  30.0716  -0.001
O  10.2373  13.4423  30.9926  0.000
N  8.5034  12.9505  29.7643  0.000
N  10.3651  12.0242  29.3886  0.000
H  8.2543  12.3879  28.9633  0.000
H  7.9724  13.7189  30.1486  0.000
H  9.7870  11.5123  28.7376  0.000
H  11.2403  11.6488  29.7252  0.000
C  7.2262  15.1090  33.2955  -0.016
O  8.1062  14.7397  34.0598  0.233
N  7.5066  15.2420  32.0138  0.012
N  5.9634  15.3867  33.6446  0.008
H  8.4495  14.9865  31.7576  0.005
H  6.9129  15.6740  31.3203  -0.001
H  5.7719  15.5633  34.6204  0.002
H  5.4008  15.8294  32.9322  -0.002
C  7.9983  12.4319  37.2759  -0.025
O  7.7791  12.7507  38.4292  0.019
N  9.0347  11.6942  36.9079  0.264
N  7.3744  12.8859  36.2311  0.578
H  9.4802  11.2693  37.7086  -0.007
H  9.0760  11.4014  35.9421  -0.009
H  6.8508  13.7310  36.4090  -0.026
H  7.7038  12.6215  35.3137  -0.031
C  5.4274  12.2723  31.2156  0.000
C  4.2246  12.7584  32.0942  0.001
C  2.8843  12.7481  31.2811  0.000
O  4.0454  11.8654  33.2011  0.000
H  6.0851  13.0799  30.8943  0.001
H  5.1475  11.5863  30.4161  0.000
H  6.1809  11.7120  31.7692  0.000
H  4.4231  13.7743  32.4355  0.000
H  2.0999  13.3452  31.7460  0.000
H  2.6362  11.6989  31.1210  0.000
H  2.9383  13.0923  30.2484  0.000
H  4.1885  10.9607  32.9135  0.000
C  10.9412  15.3860  35.7511  0.006
C  11.5498  16.6380  35.0531  0.000
C  11.3962  17.9462  35.7576  0.000
O  12.9543  16.4365  34.7984  0.000
H  9.8659  15.4238  35.9254  -0.013
H  11.3947  15.3517  36.7417  -0.001
H  11.2610  14.4844  35.2286  0.001
H  10.8881  16.6668  34.1874  -0.001
H  11.6371  18.8389  35.1803  0.000
H  12.0466  17.9058  36.6314  0.000
H  10.3359  18.0098  36.0022  0.000
H  13.2095  17.2198  34.3055  0.000
C  9.5456  19.2321  32.0575  0.000
C  8.0683  18.8690  32.1289  0.001
C  7.4647  18.9301  33.5258  0.001
O  7.5532  20.0070  31.4268  0.000
H  10.1045  18.5030  32.6440  0.000
H  9.6764  20.2200  32.4992  0.000
H  9.8543  19.1005  31.0204  0.000
H  7.7304  17.9504  31.6492  0.000
H  6.3817  18.9299  33.6493  0.000
H  7.8436  19.7270  34.1657  0.000
H  7.7353  18.0591  34.1226  -0.001
H  7.8831  20.0388  30.5258  0.000
C  9.9029  14.8060  26.8128  0.000
C  9.0899  16.0871  26.7618  0.000
C  7.8743  15.8640  27.6760  0.000
O  9.9415  17.1602  27.1212  0.000
H  9.5852  13.8974  26.3013  0.000
H  10.1154  14.4865  27.8331  0.000
H  10.8864  14.9685  26.3720  0.000
H  8.8202  16.2796  25.7234  0.000
H  6.9944  16.3663  27.2740  0.000
H  8.0820  15.9543  28.7422  0.000
H  7.4965  14.8431  27.6194  0.000
H  9.3984  17.7848  27.6076  0.000

Calculated values
- ⟨S²⟩: 0.761
- 2S+1: 2
- Charge: +1
- DFT total energy: -58034.4338 eV
- Orbital gap (spin up / spin down): 9.68 / 3.41 eV


2.
ORCA calculation (ωB97M-V/def2-TZVPD) on a structure of composition C16H16BN8O5PbSe2 in a non-equilibrium geometry.

Each line ends with the Mulliken charge.
Positions of all 49 atoms, in Å:
Pb  -0.2153  -0.2821  -0.0540  1.411
O  -4.1029  -0.5965  3.3656  -0.468
C  -2.9180  -0.8179  2.8257  0.355
O  -2.7616  -1.4347  1.7949  -0.562
C  -1.8156  -0.2235  3.6690  -0.437
O  -0.5472  -0.3867  3.0759  -0.401
C  0.3739  0.6409  3.4579  -0.559
C  0.6305  1.7969  2.4251  0.571
O  0.8622  2.8812  2.9233  -0.655
O  0.6774  1.4967  1.1740  -0.568
H  -4.8078  -0.9721  2.8203  0.395
H  -1.8483  -0.7322  4.6399  0.397
H  -2.0559  0.8284  3.8498  0.504
H  1.3477  0.1662  3.6007  0.374
H  0.0648  1.0956  4.3979  0.357
B  -2.4583  1.2661  -2.9328  0.035
N  -1.1848  0.4549  -3.2914  0.023
C  -0.8818  0.1796  -4.5662  -0.218
C  0.2618  -0.5993  -4.6015  -1.075
C  0.6021  -0.7553  -3.2643  -0.314
N  -0.2799  -0.1153  -2.4841  -0.038
N  -2.6620  1.6392  -1.4413  0.096
C  -3.6638  2.4545  -1.0876  -0.228
C  -3.6285  2.6508  0.2810  -1.228
C  -2.5427  1.8968  0.7023  -0.378
N  -1.9753  1.2821  -0.3423  0.037
H  -3.4152  0.6209  -3.2898  -0.089
H  -2.4164  2.2900  -3.5633  -0.082
H  -1.4937  0.5516  -5.3701  0.434
H  0.7709  -0.9837  -5.4672  0.409
H  1.4376  -1.2834  -2.8316  0.481
H  -4.3387  2.8545  -1.8247  0.434
H  -4.2874  3.2532  0.8798  0.415
H  -2.1220  1.8099  1.6906  0.622
Se  3.9788  -4.2491  0.1765  0.434
N  5.1338  -3.0068  0.4786  -0.688
C  4.6317  -1.7958  0.3297  0.691
C  5.3575  -0.5848  0.4744  -0.466
C  4.6786  0.5771  0.2735  -0.775
C  3.2947  0.5563  -0.0354  -0.337
N  2.5886  -0.5497  -0.1846  0.061
C  3.2458  -1.6991  -0.0281  0.474
N  2.6759  -2.9101  -0.2075  0.087
H  6.4082  -0.6150  0.7275  0.478
H  5.1829  1.5291  0.3579  0.447
H  2.7289  1.4756  -0.1422  0.571
Se  -0.6026  -4.7609  -1.6972  0.088
C  0.6590  -3.8570  -1.0703  0.247
N  1.4321  -3.0371  -0.6144  -0.360

Calculated values
- Charge: +1
- DFT total energy: -175617.3817 eV
- Orbital gap: 4.08 eV


3.
ORCA calculation (ωB97M-V/def2-TZVPD) on a cluster of 6 separate species, C44H65BCl2N10O8P in total in a non-equilibrium geometry.

Each line ends with the Mulliken charge.
Positions of all 131 atoms, in Å:
C  3.9215  -6.0899  2.9758  -1.307
C  3.4087  -5.0037  2.0304  0.346
O  3.0756  -5.4346  0.7299  -0.294
C  4.2209  -5.7431  -0.0625  -0.457
C  3.9915  -5.2578  -1.4760  -0.948
O  4.0030  -3.8395  -1.4508  -0.487
C  2.7333  -3.3126  -1.7784  -1.041
C  2.7049  -1.8085  -1.5199  1.686
C  3.3641  -1.0620  -2.7206  -1.632
B  4.9645  -0.9827  -2.5538  1.030
O  5.5431  0.0423  -1.8588  -0.507
O  5.7660  -1.9651  -3.1533  -0.602
O  3.5332  -1.3985  -0.4266  -0.179
C  3.1871  -2.0654  0.7626  -0.708
P  4.2186  -1.2825  2.1422  0.658
N  4.7008  0.1962  1.8709  -0.907
C  1.6848  -2.3427  1.0234  -0.597
O  1.2745  -2.0820  2.3460  -0.633
N  0.6589  -1.6832  0.0677  1.696
C  -0.3190  -2.7638  -0.1768  -1.448
O  -0.9568  -3.1720  1.0307  -0.223
O  -1.3913  -4.5018  0.7913  -0.460
C  0.2020  -0.4474  0.7343  0.357
Cl  1.4451  0.5945  1.4104  -0.089
C  -1.0357  0.0566  0.8186  0.359
C  -1.3769  1.3726  1.4795  -1.677
Cl  -2.4315  -0.7232  0.1163  -0.183
C  1.3239  -1.2011  -1.2409  -0.724
C  0.3221  -1.1518  -2.4229  -0.847
C  0.4710  0.1485  -3.2752  -0.495
C  -0.9111  0.6481  -3.7877  -1.178
C  -1.1781  2.0513  -3.2140  -0.491
N  -0.2930  3.0383  -3.8663  -0.288
C  0.3350  3.8861  -2.8978  0.257
N  -0.3543  4.5418  -2.0550  -0.547
N  1.7856  3.9192  -2.9166  -0.569
H  3.2717  -6.9639  3.0183  0.391
H  3.9200  -5.6533  3.9825  0.293
H  4.9529  -6.3819  2.7707  0.337
H  4.1601  -4.1998  2.0102  0.214
H  2.4999  -4.5862  2.4810  0.015
H  5.0947  -5.2248  0.3478  0.315
H  4.4151  -6.8210  -0.0335  0.504
H  4.8157  -5.6015  -2.1092  0.465
H  3.0739  -5.6756  -1.9006  0.355
H  1.9896  -3.9065  -1.2297  0.230
H  2.5507  -3.4948  -2.8460  0.705
H  3.0554  -1.4848  -3.6739  0.151
H  3.0435  -0.0179  -2.6158  0.323
H  6.4010  -0.2490  -1.5309  0.285
H  5.6239  -1.9100  -4.1028  0.281
H  3.6547  -3.0600  0.6706  0.198
H  5.3621  -2.1153  2.2823  0.128
H  3.5399  -1.3700  3.3764  -0.077
H  4.3414  0.5347  0.9837  0.346
H  1.5723  -3.4266  0.9541  0.401
H  1.5949  -2.8050  2.8909  0.671
H  -1.1136  -2.5351  -0.8799  0.909
H  0.1597  -3.6507  -0.5960  0.426
H  -0.7612  -5.0493  1.2823  0.378
H  -0.7800  2.1708  1.0376  0.444
H  -2.4219  1.6227  1.3108  0.431
H  -1.2044  1.3189  2.5542  0.388
H  1.5662  -0.1478  -1.1062  0.551
H  -0.7054  -1.0833  -2.0632  0.430
H  0.4326  -2.0275  -3.0648  0.361
H  1.1184  -0.0952  -4.1143  0.273
H  0.9081  0.9566  -2.6852  0.219
H  -0.8478  0.7031  -4.8765  0.594
H  -1.7337  -0.0317  -3.5523  0.410
H  -2.2361  2.2882  -3.3351  0.749
H  -0.9744  2.0013  -2.1407  -0.161
H  -0.8745  3.6699  -4.4052  0.383
H  0.2899  5.0674  -1.4686  0.241
H  2.0540  4.8121  -3.3189  0.301
H  2.1331  3.9242  -1.9662  0.281
N  -4.5206  1.7151  -3.3977  -0.229
C  -5.5161  2.3288  -4.0385  -0.412
C  -6.7482  2.6004  -3.4638  -0.528
C  -6.9627  2.2109  -2.1521  -0.319
C  -5.9406  1.5702  -1.4694  -0.622
C  -4.7461  1.3498  -2.1351  0.390
H  -5.3073  2.6131  -5.0636  0.400
H  -7.5189  3.1035  -4.0316  0.498
H  -7.9119  2.4036  -1.6685  0.404
H  -6.0672  1.2488  -0.4442  0.387
H  -3.9166  0.8544  -1.6417  0.054
N  3.7142  -5.2284  6.2753  -0.473
C  4.6574  -4.3447  6.6036  -0.114
C  4.5733  -3.5010  7.6968  -0.526
C  3.4468  -3.5779  8.4979  -0.232
C  2.4566  -4.4944  8.1811  -0.442
C  2.6390  -5.2937  7.0628  -0.280
H  5.5178  -4.3134  5.9434  0.407
H  5.3649  -2.7962  7.9096  0.383
H  3.3406  -2.9268  9.3564  0.422
H  1.5607  -4.5821  8.7802  0.397
H  1.8899  -6.0219  6.7716  0.392
N  3.0725  0.1696  5.9575  -0.419
C  2.7145  1.4521  6.0309  -0.323
C  1.5787  1.8970  6.6904  -0.421
C  0.7650  0.9593  7.3055  -0.268
C  1.1190  -0.3790  7.2388  -0.614
C  2.2779  -0.7175  6.5583  -0.033
H  3.3779  2.1505  5.5333  0.414
H  1.3394  2.9509  6.7204  0.405
H  -0.1310  1.2667  7.8296  0.410
H  0.5120  -1.1434  7.7052  0.404
H  2.5982  -1.7513  6.4843  0.471
N  -9.2493  1.9875  -7.3305  -0.566
C  -10.2380  2.6015  -7.9802  -0.168
C  -11.4765  2.8733  -7.4192  -0.352
C  -11.7047  2.4838  -6.1099  -0.224
C  -10.6899  1.8426  -5.4177  -0.344
C  -9.4880  1.6212  -6.0715  -0.299
H  -10.0172  2.8863  -9.0028  0.367
H  -12.2410  3.3768  -7.9945  0.353
H  -12.6587  2.6766  -5.6359  0.369
H  -10.8268  1.5209  -4.3941  0.344
H  -8.6640  1.1251  -5.5690  0.524
N  -0.0019  9.0354  -1.5531  -0.554
C  -0.7410  7.9359  -1.4027  -0.358
C  -1.7129  7.7865  -0.4263  -0.356
C  -1.9304  8.8389  0.4485  -0.299
C  -1.1724  9.9901  0.3100  -0.344
C  -0.2269  10.0372  -0.7033  -0.192
H  -0.5369  7.1385  -2.1078  0.621
H  -2.2831  6.8699  -0.3563  0.396
H  -2.6802  8.7636  1.2260  0.364
H  -1.3104  10.8341  0.9715  0.357
H  0.3861  10.9194  -0.8499  0.365

Calculated values
- Charge: +1
- DFT total energy: -112960.5585 eV
- Orbital gap: 8.48 eV


What is the formula in the first record? C17H58N10O12